Record 1
This record from the Open Molecules 2025 dataset describes C8H27AgN10O6 as an isolated structure in a non-equilibrium geometry. The level of theory is ωB97M-V/def2-TZVPD.

```
52
Properties=species:S:1:pos:R:3
Ag -1.275 0.070 0.016
C -2.775 2.455 5.693
C -2.132 1.369 4.878
C -1.685 0.119 5.733
O -2.894 0.868 3.834
H -3.639 1.933 6.105
H -2.982 3.382 5.158
H -2.197 2.722 6.577
H -1.259 1.864 4.452
H -2.362 -0.732 5.800
H -1.379 0.371 6.748
H -0.845 -0.236 5.136
C 2.351 -2.565 -3.787
O 1.544 -1.841 -3.172
N 2.133 -3.761 -4.064
N 3.375 -2.043 -4.455
H 2.899 -4.283 -4.464
H 1.205 -4.106 -3.864
H 3.549 -1.048 -4.476
H 3.903 -2.636 -5.078
C -5.501 -1.043 -3.541
O -4.664 -0.742 -2.698
N -6.586 -1.692 -3.321
N -5.396 -0.703 -4.775
H -7.083 -1.965 -4.156
H -6.654 -2.005 -2.363
H -4.593 -0.143 -5.023
H -6.152 -0.914 -5.410
C 3.861 1.503 1.465
O 2.748 1.580 0.989
N 4.033 1.607 2.735
N 4.904 1.177 0.749
H 3.229 2.058 3.148
H 4.987 1.732 3.041
H 4.771 1.421 -0.222
H 5.813 1.056 1.172
C 2.061 -4.117 1.674
O 1.113 -3.383 1.495
N 3.291 -3.932 1.345
N 2.075 -5.277 2.229
H 3.699 -3.194 0.788
H 3.815 -4.698 1.745
H 1.146 -5.580 2.483
H 2.834 -5.794 2.651
C -0.618 4.728 -2.646
O -1.016 3.744 -2.130
N -0.232 4.732 -3.879
N -0.358 5.858 -2.018
H 0.267 5.543 -4.216
H -0.334 3.928 -4.480
H -0.302 6.724 -2.535
H -0.693 5.891 -1.066
```

As for the relative energy (zero: lowest compared OMol25 entry of this formula, charge and spin): 6.9057 eV. For the LUMO energy, the calculation gives -0.17928 Ha. Its expectation value of S² is 0.75. For the total energy, the calculation gives -1466.694848 Ha. The charge is +1. The value obtained for the HOMO energy is -11.496 eV. As for the spin multiplicity: 2.

Results of the Mulliken charge analysis, in e, for atoms 1 through 5: number 1, Ag, carries 0.99; number 2, C, carries -1.28; number 3, C, carries 0.67; number 4, C, carries -1.13; number 5, O, carries -0.41

Record 2
This record from the Open Molecules 2025 dataset describes a 2-piece molecular cluster, C6H14IN2O overall in a non-equilibrium geometry. The level of theory is ωB97M-V/def2-TZVPD.

```
24
Properties=species:S:1:pos:R:3
C 2.162 -0.031 -0.519
C 0.736 0.178 -0.318
C -3.073 -2.611 0.401
C -2.393 -1.458 -0.497
C -2.282 -0.152 0.337
C -1.151 0.059 1.309
N 2.975 -0.208 0.518
N 4.125 3.729 -0.757
O 0.243 0.129 0.834
I 4.941 -0.619 0.297
H 2.267 -0.198 -1.703
H 0.160 0.332 -1.205
H -2.549 -2.600 1.318
H -4.107 -2.437 0.330
H -3.099 -3.506 -0.130
H -1.383 -1.813 -0.827
H -3.001 -1.261 -1.326
H -2.323 0.745 -0.244
H -3.133 -0.030 1.037
H -1.243 1.006 1.803
H -0.995 -0.879 1.953
H 4.642 3.898 0.068
H 3.845 4.550 -1.245
H 4.635 3.177 -1.434
```

As for the relative energy (zero: lowest compared OMol25 entry of this formula, charge and spin): 4.0989 eV. For the LUMO energy, the calculation gives -0.22607 Ha. For the total energy, the calculation gives -719.064700 Ha. The charge is +1. The value obtained for the HOMO energy is -12.516 eV.

Results of the Mulliken charge analysis, in e, for atoms 1 through 5: number 1, C, carries 0.01; number 2, C, carries 0.30; number 3, C, carries -1.22; number 4, C, carries -0.37; number 5, C, carries -0.86

Record 3
This record from the Open Molecules 2025 dataset describes a 2-piece molecular cluster, C5H8O2 overall. The level of theory is ωB97M-V/def2-TZVPD.

```
15
Properties=species:S:1:pos:R:3
O -1.556 1.128 0.818
C -1.386 -0.030 0.509
C -0.078 -0.546 -0.029
C 0.965 -0.441 1.124
C 1.893 0.256 0.139
O 3.069 0.506 0.150
C 0.781 0.417 -0.895
H -2.175 -0.795 0.670
H -0.160 -1.549 -0.460
H 0.611 0.276 1.874
H 1.306 -1.355 1.610
H 0.375 1.435 -0.905
H 1.031 0.107 -1.915
H -2.367 0.622 -1.171
H -2.309 -0.031 -1.520
```

As for the relative energy (zero: lowest compared OMol25 entry of this formula, charge and spin): 2.6096 eV. For the LUMO energy, the calculation gives 0.02705 Ha. The SMILES is O=CC1CC(=O)C1.[H][H]. For the total energy, the calculation gives -345.709056 Ha. The charge is 0. The value obtained for the HOMO energy is -9.857 eV.

Results of the Mulliken charge analysis, in e, for atoms 1 through 5: number 1, O, carries -0.49; number 2, C, carries -0.62; number 3, C, carries 0.46; number 4, C, carries -0.77; number 5, C, carries 0.39